A:
{"formula": "C3H11NO2S", "method": "ωB97M-V with the def2-TZVPD basis set", "elements": ["C", "O", "C", "C", "S", "N", "H", "H", "H", "H", "H", "H", "H", "H", "H", "H", "H", "O"], "coordinates": [[-0.976, -1.145, -0.147], [-2.353, -1.307, -0.324], [-0.596, 0.315, -0.569], [0.855, 0.429, -0.917], [1.284, 2.111, -1.646], [-0.783, 1.325, 0.543], [-0.646, -1.480, 0.879], [-0.556, -1.939, -0.893], [-2.977, -0.814, 0.263], [-1.283, 0.632, -1.413], [1.068, -0.414, -1.590], [1.609, 0.315, -0.185], [0.956, 2.949, -0.646], [-0.490, 0.930, 1.406], [-1.699, 1.602, 0.515], [1.821, -1.887, 1.569], [2.767, -0.691, 1.325], [1.999, -0.932, 1.830]], "lumo_ev": 0.539, "molar_mass_g_mol": 125.193, "homo_lumo_gap_ev": 9.350}

---

B:
{"formula": "C3H11NO2S", "method": "ωB97M-V with the def2-TZVPD basis set", "elements": ["C", "C", "S", "N", "C", "O", "H", "H", "H", "H", "H", "H", "H", "H", "H", "H", "H", "O"], "coordinates": [[-1.855, 0.296, -0.146], [-3.000, 0.548, -1.218], [-3.205, 2.191, -1.872], [-0.459, 0.402, -0.670], [0.666, -0.458, -0.219], [0.473, -1.840, -0.634], [-2.058, -0.883, 0.114], [-2.117, 0.859, 0.789], [-2.777, -0.174, -1.921], [-4.015, 0.287, -0.971], [-1.878, 2.325, -2.037], [-0.187, 1.345, -0.965], [0.633, -0.489, 0.891], [1.683, -0.118, -0.648], [-0.409, -2.123, -0.156], [5.876, -1.084, 3.773], [6.189, -0.680, 2.498], [6.442, -0.403, 3.393]], "lumo_ev": 0.595, "molar_mass_g_mol": 125.193, "homo_lumo_gap_ev": 9.591}

---

Energy above the most stable structure, in kJ/mol: A 0.0; B 71.3